Record 1
Molecular formula: C6H33O12
Method: DFT, ωB97M-V/def2-TZVPD

Calculated values
E_tot   -31325.8893 eV
2S+1   1
Energy above the lowest of the compared OMol25 structures with the same formula, charge and spin   130.8 kcal per mole
Total charge   -1

Atoms and positions in Å:
C: 0.3705 -0.4786 -0.4631
O: 0.5775 0.7715 0.0644
C: 0.8309 -0.4590 -1.9339
C: 0.7005 -1.8524 -2.4920
C: 0.3569 -2.8493 -1.4603
C: -0.8361 -3.3274 -0.9215
C: -0.8521 -4.1396 0.2830
H: -0.6377 -0.7892 -0.1403
H: 1.0440 -1.0485 0.2541
H: 0.3104 0.2286 -2.5223
H: 1.8600 -0.0947 -1.8651
H: -0.1012 -1.9231 -3.3307
H: 1.6511 -2.2603 -2.9290
H: 1.2122 -3.5089 -1.3180
H: -1.6929 -2.6758 -1.1521
H: -1.1830 -5.1123 -0.0993
H: -1.5666 -3.8990 1.0290
H: 0.1058 -4.2593 0.8301
H: -1.8056 2.7060 0.8437
H: -2.2432 1.3800 1.1680
O: -2.4504 2.0833 0.3705
H: 0.9286 3.7028 1.1577
H: 2.0326 3.5348 2.1528
O: 1.2781 3.9383 2.0704
H: -3.4601 -1.3048 2.0717
H: -2.0804 -0.8156 1.7704
O: -2.6397 -1.6110 1.6787
H: 3.0587 -1.7624 -1.3444
H: 4.2740 -1.3096 -0.4466
O: 3.9466 -1.9754 -1.0242
H: -0.5390 -0.0643 2.7727
H: -0.2788 0.6095 1.1785
O: -0.8646 0.4881 2.0245
H: 2.7648 1.0314 0.3933
H: 2.8388 2.0543 -0.6495
O: 3.4274 1.5638 -0.0358
H: -1.9620 0.5417 -3.2798
H: -1.7453 -0.9588 -3.0102
O: -1.4965 -0.2465 -3.6507
H: -0.6847 3.3534 2.7382
H: 0.2727 2.1710 3.2300
O: -0.5934 2.6555 3.4123
H: 1.8128 0.5241 2.2020
H: 1.8402 -0.9035 1.8417
O: 2.2974 -0.0834 1.7866
H: -3.0928 -0.7936 -0.5845
H: -3.5384 0.7639 -0.6321
O: -3.7213 -0.1369 -0.9846
H: 0.2747 2.0659 -0.5910
H: -1.0558 2.9820 -0.6978
O: -0.0158 3.1117 -0.6014

=====

Record 2
Molecular formula: C6H34NO10S
Method: DFT, ωB97M-V/def2-TZVPD

Calculated values
E_tot   -39574.8181 eV
2S+1   1
Energy above the lowest of the compared OMol25 structures with the same formula, charge and spin   70.3 kcal per mole
Total charge   -1

Atoms and positions in Å:
C: -0.5788 0.4662 1.8018
N: 0.0844 1.3008 2.8215
C: 1.4854 1.5773 2.4436
C: 1.6340 2.4315 1.1612
S: 2.9360 1.7497 0.0749
C: -1.7909 -0.2864 2.2916
C: -1.0394 -2.2878 0.7001
C: -2.1534 -1.3373 1.1411
H: -1.0098 1.1168 1.0456
H: 0.2747 -0.1198 1.4734
H: -0.3341 2.2331 2.8093
H: 1.9814 2.0049 3.3125
H: 1.9601 0.6250 2.2060
H: 0.7175 2.4145 0.5541
H: 1.5881 3.5062 1.4048
H: -1.7758 -1.0190 3.1022
H: -2.6344 0.3821 2.4629
H: -0.7700 -2.8264 1.6143
H: -0.1159 -1.9286 0.2570
H: -1.5342 -2.9623 -0.0049
H: -2.9594 -1.9386 1.5494
H: -2.4356 -0.7379 0.2829
H: -1.2303 2.4337 -3.0606
H: -0.7080 3.5182 -2.1601
O: -1.2866 2.7398 -2.1554
H: -2.9485 2.1757 0.5699
H: -2.6909 2.9891 -0.6869
O: -2.9928 3.0776 0.2392
H: -2.9453 1.5359 -2.8335
H: -2.6836 0.1517 -2.4273
O: -2.7497 0.6965 -3.2372
H: 1.5823 1.8119 -1.7247
H: 1.3716 1.9222 -3.2198
O: 1.1858 1.3130 -2.4831
H: 0.5849 -3.1501 -0.8313
H: 1.1329 -3.0462 -2.3638
O: 0.9797 -3.5965 -1.5775
H: 3.3312 -1.8022 1.0751
H: 2.5754 -3.0247 0.3505
O: 2.4852 -2.2458 0.9185
H: 1.7242 -2.3190 3.1493
H: 1.2444 -0.9941 3.9531
O: 1.0451 -1.8718 3.6631
H: 0.9682 -0.7717 -3.4607
H: -0.1064 -1.6606 -3.9974
O: 0.7614 -1.7037 -3.5753
H: 1.9946 -1.6072 -1.9169
H: 3.1157 -0.5610 -1.6575
O: 2.9305 -1.4971 -1.7772
H: -0.0538 -0.0049 -1.0217
H: -1.1376 1.0212 -1.2699
O: -1.0089 0.1060 -0.9859